The following is a quantum chemistry calculation of a cluster of 4 separate species, C4H18NO3 in total in a non-equilibrium geometry, from OMol25.

Geometry as XYZ:
```
26
Properties=species:S:1:pos:R:3
C -1.52 -1.08 0.21
C -0.49 -1.72 1.15
C -0.51 -3.23 0.91
C 0.88 -1.10 0.95
N -1.65 0.39 0.33
H -1.17 -1.33 -0.79
H -2.50 -1.54 0.35
H -0.86 -1.47 2.15
H -0.13 -3.41 -0.10
H 0.10 -3.73 1.64
H -1.54 -3.58 0.94
H 1.26 -1.12 -0.08
H 1.68 -1.56 1.53
H 0.93 -0.04 1.20
H -2.39 0.79 -0.23
H -1.59 0.74 1.28
H -0.72 0.80 -0.19
H 0.19 2.55 -3.97
H -0.47 3.74 -3.36
O -0.11 2.88 -3.12
H 0.16 2.18 -1.53
H 1.05 2.03 -0.26
O 0.22 1.73 -0.67
H 3.65 2.32 0.12
H 2.81 2.66 1.16
O 2.75 2.08 0.38
```

The LUMO energy is -2.63 eV. The highest occupied orbital energy is -0.549 hartree. For the HOMO-LUMO gap, the calculation gives 12.30 eV. The molecular weight comes out at 128.19 g/mol. The multiplicity is 1. Its net charge is +1.